(1)
One molecule with the formula C5H6Si in a non-equilibrium geometry. Source: the Open Molecules 2025 dataset; level of theory: wB97M-V/def2-TZVPD.

The gap between HOMO and LUMO (spin up / spin down) comes out at 0.273 / 0.273 hartree. The value obtained for the relative energy (zero: lowest compared OMol25 entry of this formula, charge and spin) is 157.2 kcal/mol.

Structure (ORCA input):
```
! RIJCOSX wB97M-V def2-TZVPD def2/J DEFGRID3
* xyz 0 1
C 1.810 0.547 -0.487
C 1.511 0.694 0.749
C -0.099 -1.066 -0.376
C -2.793 0.707 0.670
C 1.226 -0.692 -0.001
Si -1.587 0.134 -0.515
H 2.205 1.125 -1.265
H 1.294 1.253 1.572
H -0.565 -2.047 -0.207
H -3.198 -0.187 1.158
H 1.902 -1.447 0.366
H -1.705 0.978 -1.665
*
```

=====

(2)
C5H7AlO3 as an isolated structure in a non-equilibrium geometry. Source: the Open Molecules 2025 dataset; level of theory: wB97M-V/def2-TZVPD.

Its expectation value of S² is 0.75. The gap between HOMO and LUMO (spin up / spin down) comes out at 0.241 / 0.262 hartree. The value obtained for the relative energy (zero: lowest compared OMol25 entry of this formula, charge and spin) is 107.0 kcal/mol.

Structure (ORCA input):
```
! RIJCOSX wB97M-V def2-TZVPD def2/J DEFGRID3
* xyz 1 2
C 1.313 -0.530 1.650
H 0.630 0.206 2.831
H 2.216 -1.148 1.729
C 1.161 0.868 1.822
H 1.809 1.495 2.459
C 0.777 -2.286 -0.462
C 0.231 -1.403 0.425
O -0.265 0.533 -0.805
C -1.407 1.145 -0.810
O -2.444 0.785 -1.307
O -1.352 2.072 0.207
H 0.249 -3.206 -0.713
H 1.611 -1.947 -1.082
H -0.695 -1.703 0.928
H -2.220 2.301 0.564
Al 0.647 1.845 0.354
*
```

=====

(3)
A 2-piece molecular cluster, C5H7Br overall in a non-equilibrium geometry. Source: the Open Molecules 2025 dataset; level of theory: wB97M-V/def2-TZVPD.

The gap between HOMO and LUMO comes out at 0.384 hartree. The value obtained for the relative energy (zero: lowest compared OMol25 entry of this formula, charge and spin) is 98.9 kcal/mol.

Structure (ORCA input):
```
! RIJCOSX wB97M-V def2-TZVPD def2/J DEFGRID3
* xyz 0 1
C -0.393 -2.817 -0.185
C -1.508 -2.184 -0.425
C 0.267 1.864 0.766
C -0.037 1.666 -0.707
C 0.257 0.560 0.192
Br 1.918 -0.355 -0.191
H -1.122 -3.574 0.333
H 0.702 -3.126 -0.248
H -0.461 -0.241 0.372
H 1.198 2.272 0.972
H -0.512 2.141 1.496
H -1.060 1.916 -1.009
H 0.751 1.878 -1.367
*
```

=====

(4)
A 2-piece molecular cluster, C5H7Br overall in a non-equilibrium geometry. Source: the Open Molecules 2025 dataset; level of theory: wB97M-V/def2-TZVPD.

Its expectation value of S² is 2.02. The gap between HOMO and LUMO (spin up / spin down) comes out at 0.225 / 0.281 hartree. The value obtained for the relative energy (zero: lowest compared OMol25 entry of this formula, charge and spin) is 42.0 kcal/mol.

Structure (ORCA input):
```
! RIJCOSX wB97M-V def2-TZVPD def2/J DEFGRID3
* xyz 0 3
C -0.841 -1.499 1.068
C -0.412 -0.365 0.957
C 0.849 1.605 1.264
C 0.050 0.981 -1.021
C 0.092 0.859 0.494
Br -0.262 -2.713 -2.124
H -1.090 -2.503 1.223
H 1.147 2.545 0.840
H 0.729 1.343 2.303
H -0.548 -3.320 -0.795
H 0.530 1.980 -1.310
H 0.684 0.343 -1.627
H -0.927 0.744 -1.271
*
```

=====

(5)
One molecule with the formula C5H7BrN2 in a non-equilibrium geometry. Source: the Open Molecules 2025 dataset; level of theory: wB97M-V/def2-TZVPD.

The gap between HOMO and LUMO comes out at 0.333 hartree. The value obtained for the relative energy (zero: lowest compared OMol25 entry of this formula, charge and spin) is 3.7 kcal/mol.

Structure (ORCA input):
```
! RIJCOSX wB97M-V def2-TZVPD def2/J DEFGRID3
* xyz 0 1
C -0.267 1.705 0.002
C -0.501 0.258 -0.014
C -1.756 -0.258 -0.084
Br -3.504 0.481 -0.005
N -1.695 -1.606 -0.030
C -0.436 -1.964 0.031
N 0.354 -0.823 -0.021
C 1.782 -0.378 -0.006
H 0.520 2.139 0.593
H 0.147 2.188 -0.871
H -1.136 2.282 0.149
H 0.059 -2.871 0.140
H 2.061 0.243 -0.898
H 2.020 -0.047 1.013
H 2.350 -1.349 0.001
*
```

=====

(6)
C5H7BrO2S as an isolated structure in a non-equilibrium geometry. Source: the Open Molecules 2025 dataset; level of theory: wB97M-V/def2-TZVPD.

The gap between HOMO and LUMO (spin up / spin down) comes out at 0.274 / 0.261 hartree. The value obtained for the relative energy (zero: lowest compared OMol25 entry of this formula, charge and spin) is 51.9 kcal/mol.

Structure (ORCA input):
```
! RIJCOSX wB97M-V def2-TZVPD def2/J DEFGRID3
* xyz 0 1
C -0.802 -0.957 0.751
C 0.023 -1.998 0.385
C -0.607 0.389 0.704
C 1.912 -0.211 0.544
C -0.383 1.194 -0.521
O -1.613 1.873 -0.765
O -0.082 0.438 -1.698
S 1.726 -1.840 0.056
Br 3.262 0.137 1.728
H -1.625 -1.422 1.289
H -0.342 -2.959 0.412
H -1.028 0.928 1.451
H 1.726 0.550 -0.155
H 0.479 1.836 -0.496
H -2.275 1.335 -1.127
H -0.372 0.708 -2.559
*
```

=====

(7)
An isolated ion of composition C5H7Cl2N2O and charge +1 in a non-equilibrium geometry. Source: the Open Molecules 2025 dataset; level of theory: wB97M-V/def2-TZVPD.

The gap between HOMO and LUMO (spin up / spin down) comes out at 0.310 / 0.309 hartree. The value obtained for the relative energy (zero: lowest compared OMol25 entry of this formula, charge and spin) is 37.1 kcal/mol.

Structure (ORCA input):
```
! RIJCOSX wB97M-V def2-TZVPD def2/J DEFGRID3
* xyz 1 1
O 1.838 -2.158 0.646
C 0.678 -2.212 0.225
C -0.229 -1.047 0.452
C 0.181 0.023 1.335
Cl -0.371 -0.085 3.046
N -0.325 1.425 0.898
C -0.485 1.894 -0.336
N -0.166 1.296 -1.437
C 0.301 -0.065 -1.565
Cl -0.622 -0.967 -2.709
H 0.179 -3.174 -0.210
H -1.318 -1.203 0.570
H 1.303 0.138 1.392
H -0.695 1.901 1.757
H -1.006 2.776 -0.328
H -0.653 1.779 -2.206
H 1.389 -0.322 -1.531
*
```

=====

(8)
C5H7Cl2N5O as an isolated structure in a non-equilibrium geometry. Source: the Open Molecules 2025 dataset; level of theory: wB97M-V/def2-TZVPD.

The gap between HOMO and LUMO comes out at 0.293 hartree. The value obtained for the relative energy (zero: lowest compared OMol25 entry of this formula, charge and spin) is 0.0 kcal/mol.

Structure (ORCA input):
```
! RIJCOSX wB97M-V def2-TZVPD def2/J DEFGRID3
* xyz 2 1
C 0.725 -0.076 -2.068
C -1.064 0.457 -0.786
C -1.943 1.019 1.212
C 1.212 0.093 0.337
C -0.157 -0.491 0.704
N -0.482 0.458 -1.897
N 1.559 -0.162 -1.063
N -1.994 1.160 -0.142
N -0.975 0.231 1.659
N -0.215 -1.848 0.769
O 2.875 -0.440 -1.176
Cl -3.022 1.814 2.208
Cl 1.280 1.888 0.611
H 1.034 -0.311 -3.082
H 2.024 -0.359 0.925
H -2.686 1.757 -0.601
H -0.929 -0.009 2.648
H 0.623 -2.412 0.814
H -1.071 -2.317 1.025
H 3.205 -0.453 -2.097
*
```

=====

(9)
C5H7Cl2OP as an isolated structure in a non-equilibrium geometry. Source: the Open Molecules 2025 dataset; level of theory: wB97M-V/def2-TZVPD.

The gap between HOMO and LUMO (spin up / spin down) comes out at 0.267 / 0.303 hartree. The value obtained for the relative energy (zero: lowest compared OMol25 entry of this formula, charge and spin) is 100.6 kcal/mol.

Structure (ORCA input):
```
! RIJCOSX wB97M-V def2-TZVPD def2/J DEFGRID3
* xyz 0 1
C -1.533 0.099 -1.344
C 0.306 -0.581 -1.523
C -1.676 0.844 -0.017
C -0.818 0.188 1.019
C 2.264 0.060 0.572
O 0.664 -2.150 0.880
P 0.637 -0.728 0.312
Cl -2.299 0.522 -2.716
Cl 0.554 -1.813 -2.473
H -1.326 1.951 -0.181
H -2.751 0.887 0.208
H -0.683 0.980 1.665
H -1.262 -0.675 1.471
H 2.504 1.098 0.325
H 2.477 -0.032 1.658
H 2.942 -0.651 0.145
*
```